The following is a DFT calculation (the ωB97M-V functional and the def2-TZVPD basis) of a molecular structure, C7H11NO2V.

The geometry in ORCA input format:
```
! RIJCOSX wB97M-V def2-TZVPD def2/J DEFGRID3
* xyz 0 4
V 6.19 5.74 5.03
O 7.40 7.22 4.78
C 7.10 8.54 4.94
C 5.66 8.74 5.54
C 5.03 10.00 5.53
C 3.80 10.15 6.14
C 3.23 8.97 6.73
C 3.89 7.77 6.59
N 5.14 7.63 6.05
H 4.92 4.39 3.49
H 7.19 9.05 3.93
H 7.73 9.13 5.60
H 5.48 10.82 4.98
H 3.24 11.02 5.98
H 2.21 8.97 7.13
H 3.51 6.74 6.82
O 7.17 3.97 5.96
H 6.41 3.44 6.27
H 7.47 3.46 5.25
C 4.71 4.38 4.59
H 3.63 4.63 4.55
H 4.78 3.37 5.08
*
```

Properties
**Total energy**: -38708.056 eV
**Maximum force**: 2.7 eV/Å
**Energy above the lowest of the compared OMol25 structures with the same formula, charge and spin**: 0.0 kJ/mol
**HOMO-LUMO gap (spin up / spin down)**: 7.29 / 8.38 eV
**HOMO level (spin up / spin down)**: -6.96 / -8.26 eV